[1]
The following is a DFT calculation (ωB97M-V/def2-TZVPD) of a cluster of 8 separate species, C58H56F7NO3 in total at a distorted geometry.

Structure (XYZ):
```
125
Properties=species:S:1:pos:R:3:forces:R:3:mulliken_charge:R:1
C 8.73345 -4.81802 -4.33381 0.03 -0.05 -0.01 -0.52
C -1.45728 -3.79566 -1.11359 -0.34 0.77 0.74 0.18
H -4.76147 0.47654 6.81031 0.02 0.02 -0.02 0.50
H -0.51112 -4.02276 0.71353 0.16 -0.29 -0.14 0.43
C -3.75089 4.95565 6.12997 -0.09 -0.19 0.15 -0.39
O 1.91551 0.20949 -2.93855 -0.15 -0.15 -0.62 -0.50
H 0.55257 -2.31270 3.31853 -0.16 -0.09 -0.13 0.39
F -3.71257 1.77406 4.83858 -0.23 0.18 0.14 -0.18
C 2.48493 -0.68989 -6.23530 0.07 -0.01 -0.02 -0.41
O -1.58715 -4.79651 -1.74544 -0.25 -0.89 -0.14 -0.59
H 3.33182 0.46359 -0.58743 0.19 -0.08 -0.22 0.43
H -2.79314 -0.10321 -1.50239 -0.21 0.05 0.11 0.34
C -1.21595 -1.06476 3.15520 0.41 0.06 0.15 0.59
H 6.16577 -4.02336 -2.25911 -0.01 0.02 -0.02 0.42
C -7.74415 1.32700 5.42686 -0.06 0.03 0.03 -0.51
H -5.20563 -2.98779 2.68055 -0.01 0.01 -0.02 0.27
H 1.67948 -1.08133 -8.20010 0.02 -0.02 -0.01 0.45
C -4.34451 6.83854 4.75656 -0.03 0.03 -0.03 -0.59
C -5.03894 1.63132 5.03613 -0.26 0.01 0.00 0.26
H -8.80678 1.19864 5.57797 0.00 -0.01 -0.01 0.41
H 7.58270 -5.95494 -2.92502 -0.01 0.00 0.02 0.35
C 3.78864 3.12102 -10.56963 -0.05 -0.10 0.00 -0.29
H -1.00390 6.23868 4.62351 0.00 -0.03 0.01 0.44
C 3.79586 -1.35127 -8.11149 -0.01 0.06 0.25 0.31
H -5.51721 -5.23691 3.65943 0.00 0.00 0.00 0.40
H -7.97693 2.47903 3.63220 0.01 0.03 0.00 0.44
C 7.15180 -2.68835 -3.60138 0.13 -0.18 -0.06 0.43
H -1.47557 1.95186 4.68482 -0.10 0.13 -0.04 0.60
C 3.88392 1.73655 -10.59659 0.06 -0.02 0.00 -0.59
C -2.56227 -1.36837 1.00753 0.42 -0.57 0.32 -1.22
F -8.87158 -1.44294 4.74504 -0.11 -0.05 0.03 -0.29
C -0.79631 0.22098 -2.07934 -0.42 0.70 -0.07 -0.88
H -3.53702 -1.80278 0.79748 -0.14 0.01 -0.07 0.22
C -6.04472 -3.18268 3.33575 -0.06 -0.06 0.07 0.15
C -6.94332 -2.16533 3.62134 0.06 0.16 -0.08 -0.38
H 2.60303 -1.15506 -0.78019 0.28 -0.08 -0.08 0.35
C 2.56217 -1.04404 -7.57509 -0.15 -0.02 -0.12 -0.27
H 5.89925 -1.56176 -7.81389 -0.02 0.00 -0.02 0.44
C -2.43451 5.12815 5.75485 -0.13 0.11 -0.09 0.47
H -5.09450 7.51168 4.36325 0.00 0.00 0.00 0.39
C 7.73943 -4.98608 -3.37949 0.06 0.07 -0.07 -0.33
C -5.47995 0.91387 6.12935 0.15 -0.10 0.13 -0.39
C 3.83819 2.04864 3.40198 -0.12 0.05 -0.09 -0.38
H 3.31432 3.52576 4.85936 -0.01 0.00 -0.02 0.42
H 4.68486 3.72573 -10.53225 0.00 0.02 -0.01 0.36
H 4.85463 1.25878 -10.58303 0.00 -0.01 0.01 0.40
C -7.29318 -4.69116 4.73023 0.07 0.08 -0.06 -0.31
C 0.79577 -0.50111 4.37624 0.28 0.44 0.35 -0.70
H -5.74590 5.69945 5.91751 0.00 -0.03 0.00 0.40
H -2.76175 0.41031 3.26576 -0.12 0.06 -0.02 0.57
C 8.92845 -3.57494 -4.91890 -0.05 -0.06 0.06 -0.39
H 2.44857 4.81438 -10.57474 -0.03 -0.01 0.01 0.41
C -6.84524 0.76452 6.32243 -0.03 0.06 -0.09 -0.57
C 2.54546 3.73700 -10.58884 0.01 0.17 0.00 -0.48
F -1.49905 4.28775 6.24306 0.01 -0.02 0.00 -0.36
H 0.81731 1.40912 5.36623 0.06 0.05 0.11 0.52
F 0.20310 3.54069 -10.64057 -0.02 0.01 0.00 -0.32
H 1.52598 -0.45168 -5.79524 0.00 0.02 0.01 0.38
N -0.45611 -3.53369 -0.16547 0.33 0.18 0.04 -0.27
H -0.49839 -0.63549 -2.67827 0.20 -0.08 -0.03 0.44
C 0.25181 0.71484 4.76517 -0.26 -0.29 -0.31 -0.70
O 0.35108 0.86203 -1.47041 -0.10 -0.87 0.42 -0.38
H -1.39215 -2.88817 2.09772 -0.08 -0.11 -0.08 0.12
C 0.07804 -1.37514 3.58670 -0.32 -0.19 -0.24 -0.44
H 1.79158 -0.75862 4.70718 0.12 -0.08 -0.05 0.43
C -1.04105 1.02256 4.35832 0.45 0.33 0.30 -0.78
C 1.56045 0.33935 -1.80593 0.14 0.16 0.22 0.77
C -2.04646 6.13353 4.89269 0.16 0.03 -0.06 -0.59
H -2.72742 7.78109 3.70823 0.02 0.01 0.00 0.37
H -7.43186 -5.67478 5.15803 -0.01 0.00 0.02 0.37
H -2.19238 -2.23120 -2.28590 -0.03 0.22 -0.05 0.27
C 3.63225 -0.63880 -5.45728 0.14 -0.01 0.03 -0.69
H 3.56520 -0.35994 -4.41790 -0.03 0.01 0.03 0.61
C -8.19423 -3.67884 5.02823 -0.13 -0.04 0.11 -0.59
H -9.03522 -3.84733 5.68758 -0.01 0.02 -0.02 0.43
H 5.15147 2.92599 6.39804 0.00 0.00 0.00 0.38
C -8.00280 -2.43398 4.46471 0.18 -0.08 -0.07 0.32
H -2.73327 -0.32161 1.23590 -0.07 0.13 -0.03 0.69
C -2.01299 -2.01851 2.29343 0.01 0.36 0.13 -0.64
H 0.57428 0.98536 -10.67593 -0.01 0.03 -0.02 0.43
H 0.30749 -1.71723 0.69451 -0.23 -0.18 0.42 -0.01
H 1.88680 0.02879 0.29875 -0.09 0.08 0.07 0.25
H 5.75671 -0.90350 -5.41628 0.02 0.00 0.00 0.35
H 9.70395 -3.44015 -5.66078 -0.01 0.01 -0.02 0.36
C 1.41463 2.94715 -10.62680 0.15 -0.08 0.01 0.41
C -1.69649 -1.47609 -0.27216 -1.27 0.30 -0.93 2.81
H -5.52735 2.76458 3.29305 0.03 0.00 0.02 0.54
F 4.56350 0.35743 1.93836 -0.01 -0.03 -0.08 -0.25
C 4.71955 1.03146 3.09523 0.00 0.10 0.21 0.53
H -7.20782 0.20278 7.17268 0.01 -0.02 0.00 0.44
C 2.73297 0.96192 -10.63949 -0.02 0.17 -0.04 -0.29
H -1.25119 0.94711 -2.74915 0.09 0.05 -0.19 0.48
H -6.83036 -1.17446 3.20001 -0.02 0.02 0.05 0.42
H 8.26254 -1.52383 -5.00607 0.00 0.01 0.03 0.44
C 4.86344 -0.94658 -6.02044 -0.17 0.00 -0.15 -0.17
F 3.87724 -1.70270 -9.41689 0.04 -0.08 0.01 -0.37
H 3.04336 2.30391 2.71353 0.00 -0.05 -0.01 0.46
H 6.41872 -0.12976 3.66402 -0.01 0.01 -0.03 0.43
F 6.37703 -1.64526 -3.24235 0.02 0.02 0.07 -0.30
C 4.95032 -1.31057 -7.35738 0.19 -0.03 -0.09 -0.64
C 6.94233 -3.91492 -3.00446 -0.14 -0.02 0.13 -0.52
H 0.28869 -1.85741 -1.00715 -0.06 0.28 -0.17 0.11
C -2.30108 -2.52759 -1.23945 0.57 -0.22 -0.68 -1.06
H -4.01749 4.15093 6.80279 0.03 0.00 0.00 0.47
C 5.90670 1.36749 5.13263 -0.08 0.05 -0.02 -0.31
H 2.80764 -0.11420 -10.66343 -0.01 -0.02 0.00 0.51
C -6.21834 -4.44510 3.88674 0.03 -0.04 0.00 -0.76
C 5.03009 2.39052 5.46601 0.00 0.03 0.04 -0.67
C -7.27818 2.04548 4.33503 0.04 -0.07 0.08 -0.71
C -1.82433 -0.10901 -1.00505 0.74 -0.12 -0.05 -1.31
C -1.75845 0.15427 3.56515 0.05 -0.54 -0.27 -0.35
C -3.01413 6.99140 4.38947 -0.08 -0.06 0.06 -0.28
C 8.13089 -2.49935 -4.55630 0.01 0.17 -0.07 -0.29
H -2.86647 -2.37342 2.86976 -0.04 -0.07 0.16 0.23
C 5.75227 0.67661 3.93963 0.10 -0.13 -0.03 -0.59
C 3.99820 2.72821 4.60107 0.08 -0.05 0.02 -0.38
C -0.30729 -2.08026 -0.12339 0.58 0.20 0.13 -1.24
H 6.71424 1.10521 5.80268 0.00 -0.02 0.00 0.37
C 2.40461 -0.09635 -0.64677 -0.28 0.33 0.58 -1.08
C 1.48517 1.56895 -10.65043 -0.11 -0.09 -0.01 -0.56
H 9.35453 -5.65571 -4.62126 0.00 0.00 0.00 0.37
H -3.35704 -2.74752 -1.11250 -0.08 -0.07 0.20 0.38
H -1.81958 0.72893 -0.31073 0.04 0.02 0.15 0.50
C -4.71083 5.82126 5.62769 0.09 0.07 -0.08 -0.35
C -5.91355 2.20453 4.13491 0.06 0.08 -0.17 -0.23
```
Forces are in eV/Å.

Computed properties:
Structure (SMILES): CC(=O)OCC[C@]1(CCc2ccccc2)CNC(=O)C1.Fc1ccccc1.Fc1ccccc1.Fc1ccccc1.Fc1ccccc1.Fc1ccccc1.Fc1ccccc1.Fc1ccccc1
HOMO energy (eV): -8.826
Net charge: 0
Gap between HOMO and LUMO (eV): 9.27
Max |F| (eV Å⁻¹): 1.60
E (eV): -87709.183
LUMO energy (eV): 0.447

=====

[2]
The following is a DFT calculation (ωB97M-V/def2-TZVPD) of a structure of composition C58H57AsN2OP2S2V at a distorted geometry.

Structure (XYZ):
```
124
Properties=species:S:1:pos:R:3:forces:R:3:lowdin_spin:R:1
C 2.58047 -4.54866 4.12619 0.00 -0.02 0.01 0.00
C 3.57864 0.70384 3.63875 0.06 -0.01 0.02 0.00
C 0.52308 -4.84695 -1.54206 0.00 0.02 -0.03 0.00
C -1.33526 4.74221 -1.50504 0.05 -0.19 0.07 0.00
C 0.98942 -3.84827 -3.68879 0.00 0.05 0.01 0.00
H -5.74912 -0.24184 -0.04490 -0.01 -0.01 -0.02 0.00
H 3.61896 0.64139 -1.88225 0.01 0.00 0.01 0.00
N -0.69496 3.76764 -0.82207 0.00 0.09 0.04 0.00
C 3.99730 -1.74272 -0.41249 -0.08 0.14 0.02 0.00
C 1.15483 -2.60758 -3.08455 -0.02 -0.05 -0.02 0.00
H -4.50969 -0.21612 4.28359 0.03 0.01 -0.03 0.00
C 1.32500 -2.99877 2.80354 0.07 -0.04 -0.02 0.00
C 0.33192 0.72973 -2.75273 -0.02 0.07 -0.05 0.00
C -3.76395 1.45913 -5.57098 0.01 0.00 0.05 0.00
C -4.01453 2.62156 -4.85086 0.01 -0.02 0.03 0.00
C -0.35687 -0.00743 3.43109 -0.12 0.06 0.19 0.00
C 2.75574 1.95108 -3.34197 -0.02 0.00 0.01 0.00
C -2.64255 -2.52452 -0.15830 -0.04 0.08 0.12 0.00
C -1.66611 -0.49819 3.28338 0.06 0.05 0.03 -0.01
H -1.18398 6.66364 -2.39151 0.03 -0.01 0.00 0.00
C -3.55314 1.45581 -2.78408 -0.11 -0.05 0.10 0.00
H 2.35774 5.07647 -0.51295 -0.04 0.02 -0.02 0.00
H 3.47290 -3.74647 -1.02473 0.00 0.02 0.00 0.00
C 1.49830 0.32474 -2.10010 -0.09 0.09 -0.05 0.00
H 5.91521 3.15012 3.64134 -0.01 -0.02 -0.01 0.00
C 5.53454 -3.69781 -0.39464 -0.04 -0.02 -0.01 0.00
H 0.88345 1.75410 3.59993 0.01 0.02 0.00 0.00
C -3.62748 -0.30611 -0.35198 0.12 -0.08 -0.04 0.00
H 5.59626 -4.78403 -0.36349 0.01 0.00 -0.01 0.00
H 6.49254 -5.21242 2.02328 -0.02 0.03 -0.02 0.00
H -3.85995 1.45607 -6.64931 0.01 0.00 0.04 0.00
H 4.13938 -1.47491 -1.46096 0.02 0.03 -0.02 0.00
H 4.63616 -4.04413 4.47860 -0.03 0.01 -0.01 0.00
H 1.22263 6.90014 -1.76039 -0.01 -0.01 0.02 0.00
H 4.79982 -1.26856 0.15571 0.03 -0.01 0.02 0.00
C 0.37756 1.74052 -3.69895 0.02 -0.01 0.01 0.00
C -7.43241 2.70061 -0.68427 0.03 0.04 0.04 0.00
C 0.67432 -4.95980 -2.92183 -0.01 -0.04 0.00 0.00
H 1.39999 -1.74317 -3.68842 0.01 -0.01 0.01 0.00
C -1.19705 2.24795 3.36126 -0.03 -0.04 -0.08 0.01
H 0.38147 -2.71600 2.33675 -0.04 0.02 -0.01 0.00
H -3.07170 -0.63444 -3.00359 -0.01 -0.01 0.03 0.00
H 3.70081 2.42042 -3.58315 -0.01 -0.01 0.00 0.00
H -3.32959 2.43762 3.25680 0.06 -0.04 -0.04 0.00
H -1.03333 3.31711 3.40304 0.00 0.00 0.02 0.00
S 6.58108 -3.03723 0.93833 0.03 -0.10 0.07 0.00
H 0.43060 -0.68823 3.73561 0.04 -0.05 -0.09 0.00
C -6.20804 4.14046 0.81126 0.02 -0.05 0.02 0.00
H -0.53073 2.03674 -4.21190 0.02 -0.01 0.01 0.00
H -4.84239 0.53981 2.72867 0.00 0.00 -0.02 0.00
H 0.54855 -5.92350 -3.39877 0.00 0.02 0.01 0.00
H -6.18714 4.96561 1.51144 -0.01 0.00 -0.02 0.00
H 3.69558 -3.56240 0.71586 0.01 -0.01 0.01 0.00
C 1.01000 -2.49074 -1.70302 -0.09 -0.10 -0.04 0.00
H -1.77560 -3.16804 -0.22542 0.02 -0.01 -0.01 0.00
H 0.28232 -5.72031 -0.94969 0.01 0.02 -0.01 0.00
H 5.94630 -3.37534 -1.35274 -0.03 -0.03 -0.03 0.00
H 2.63019 -5.46691 4.69798 0.00 0.03 -0.02 0.00
H 4.54326 -1.95436 3.18528 -0.02 0.01 -0.01 0.00
H -4.31363 3.52456 -5.36757 0.00 -0.01 0.01 0.00
C -3.91307 2.61769 -3.46563 0.01 0.00 -0.08 0.00
H 1.64067 3.12637 -4.74654 0.00 -0.01 0.02 0.00
C -5.00251 -2.23667 0.13739 -0.01 0.06 0.01 0.00
H -1.84958 -1.56727 3.32048 0.01 -0.01 0.00 0.00
C 2.45626 -2.18403 2.67865 -0.10 -0.10 0.17 -0.01
H 2.98706 0.11559 4.33253 -0.01 0.02 -0.02 0.00
H -4.00640 -4.13543 0.24545 0.00 0.03 -0.01 0.00
H -5.98362 -2.65196 0.33132 0.02 0.01 0.00 0.00
C -5.06011 2.40138 -0.40463 -0.12 0.04 0.03 0.00
C 4.43239 1.67926 4.12961 -0.01 -0.02 -0.04 0.00
H 7.96370 -4.29014 2.38985 -0.01 0.00 0.00 0.00
C -3.89472 -3.06945 0.09408 0.01 0.00 0.02 0.00
H 7.81969 -5.10939 0.83397 0.00 0.02 -0.02 0.00
H -4.17524 3.51470 -2.91439 0.01 0.04 0.01 0.00
P 2.33857 -0.73446 1.64439 0.34 -0.04 -0.10 -0.01
H 1.10965 -3.94534 -4.75960 0.00 0.01 0.02 0.00
H -4.23615 -1.12411 2.79886 0.00 -0.05 -0.04 0.00
S 1.32817 2.56154 0.42225 -0.39 -0.07 -0.02 0.01
C -6.26393 2.02790 -1.00518 0.00 0.15 -0.03 0.00
C 4.07903 -3.25666 -0.25877 0.02 -0.01 -0.03 0.00
H -4.09593 3.77810 0.94275 -0.01 -0.02 0.00 0.00
C 7.26769 -4.57372 1.60245 0.03 0.05 0.04 0.00
C 5.23723 2.40045 3.25412 0.00 0.00 0.01 0.00
H 4.48523 1.86406 5.19469 0.00 0.00 -0.03 0.00
C 1.31560 4.99789 -0.79589 0.01 0.13 -0.07 0.00
H -3.25581 -0.62096 -5.44969 0.01 0.02 0.02 0.00
N 2.72790 -1.11448 0.04841 0.20 -0.12 -0.16 0.00
H 5.83726 2.69649 1.21437 -0.03 -0.01 0.02 0.00
C 1.38214 -4.17959 3.52080 0.03 0.00 0.01 0.00
C -4.16550 -0.13702 3.24868 0.08 0.06 -0.01 0.00
H 4.27992 1.00211 0.32399 -0.01 0.02 0.01 0.00
C 2.71091 0.94141 -2.38783 -0.02 0.06 -0.07 0.00
C 3.70752 -3.74674 4.00858 0.00 0.03 -0.01 0.00
C 1.59441 2.34947 -3.99330 0.02 0.00 -0.01 0.00
C -7.40543 3.75168 0.22874 0.02 -0.03 -0.02 0.00
C -2.75459 0.37727 3.22779 -0.04 -0.04 -0.05 0.02
C -4.86858 -0.86830 -0.08386 -0.07 -0.07 0.02 0.00
C -0.12201 1.37853 3.45389 0.01 -0.17 0.07 0.00
H -8.36424 2.41496 -1.15478 0.01 0.00 0.02 0.00
H -1.52315 -0.78768 -0.61812 0.12 0.30 -0.29 0.01
C 0.68985 -3.61619 -0.93513 0.05 -0.01 -0.04 0.00
C -2.51601 -1.15390 -0.36608 -0.10 -0.21 0.20 0.01
V 0.05338 -0.13326 1.06879 -1.00 0.13 0.40 2.04
C -0.66885 5.88182 -1.85241 -0.01 0.10 -0.04 0.00
P 1.31683 -0.94813 -0.85491 0.27 -0.49 -0.16 -0.02
C 0.67452 6.00637 -1.49009 0.10 0.05 -0.01 0.00
C 3.65241 -2.56019 3.28861 0.00 -0.10 0.03 0.00
H -2.36989 4.54507 -1.74371 -0.03 -0.01 0.01 0.00
C 3.52105 0.45609 2.26317 -0.04 0.14 0.06 0.00
C -3.42030 0.29583 -4.89727 0.01 0.02 0.06 0.00
C -3.31470 0.29372 -3.50840 0.08 -0.05 -0.05 0.00
H -6.28875 1.24022 -1.74891 0.02 -0.02 0.01 0.00
C 0.59107 3.86505 -0.46477 -0.06 -0.10 -0.05 0.00
C 5.18777 2.15225 1.88841 -0.01 -0.01 0.01 0.00
C -5.03360 3.46550 0.49266 -0.15 0.00 0.06 0.00
H -1.22545 2.92317 -0.55880 -0.11 0.00 -0.11 0.00
C 4.31947 1.19221 1.38930 0.05 0.01 -0.01 0.00
As -3.38430 1.56875 -0.83336 0.33 -0.06 -0.21 0.00
O 0.04715 1.52117 0.39761 0.63 0.38 0.19 -0.04
H 0.50581 -4.80718 3.61884 0.02 0.02 0.00 0.00
C -2.49072 1.74789 3.26539 -0.05 0.06 -0.01 0.00
H -0.61976 0.25549 -2.53627 -0.03 -0.04 -0.01 0.00
H 0.60629 -3.54159 0.14425 0.02 0.02 0.02 0.00
H -8.32080 4.27332 0.47593 0.02 0.00 -0.01 0.00
```
Forces are in eV/Å.

Computed properties:
HOMO energy (alpha / beta) (eV): -14.190 / -14.190
Net charge: +3
<S²>: 2.05
Gap between HOMO and LUMO (alpha / beta) (eV): 5.28 / 6.11
Max |F| (eV Å⁻¹): 1.08
E (eV): -192851.396
2S+1: 3
LUMO energy (alpha / beta) (eV): -8.910 / -8.083